Entry 1:
The following is a DFT calculation (ωB97M-V/def2-TZVPD) of a molecular structure, C6H12Cl2F6MgNO6S2.

XYZ file:
```
36
Properties=species:S:1:pos:R:3:forces:R:3
Cl -1.506 1.563 -1.550 -0.157 -0.083 -0.013
Cl 1.096 -1.388 -2.241 0.216 -0.107 -0.291
S -0.326 1.018 2.191 -0.153 5.196 2.663
S 1.024 -1.291 1.929 -1.046 -1.463 -1.109
Mg -0.038 -0.055 -0.776 -0.533 0.138 -3.337
F 3.659 -1.379 2.591 -0.229 -0.680 2.136
F -2.707 -0.416 1.804 0.092 0.645 -0.236
F 2.930 0.674 2.329 -0.229 -1.456 -0.185
F 3.310 -0.718 0.708 -0.983 0.613 -1.168
F -2.915 1.249 3.292 1.052 -0.665 -1.626
F -1.951 -0.550 3.778 0.825 -1.011 0.683
O -0.564 2.365 1.661 -0.520 -2.466 0.004
O 1.683 1.603 -1.058 1.371 -0.116 0.076
O -1.694 -1.618 -0.600 -0.586 -0.648 -0.907
O 0.566 -1.690 3.260 0.914 1.274 -2.074
O 1.056 -2.321 0.908 0.225 0.992 1.106
O 0.554 1.103 3.378 -1.885 -1.397 -1.611
N 0.163 0.027 1.083 1.923 -2.601 4.480
C -4.064 -2.128 -1.279 0.865 0.380 -1.016
C -2.084 0.260 2.765 -0.327 1.765 0.944
C 2.818 -0.625 1.933 0.748 1.406 -0.792
C 2.584 3.168 -2.582 0.413 0.261 -1.203
C 2.831 1.841 -1.937 -0.786 -0.588 0.424
C -2.510 -2.392 -1.526 -1.561 -0.283 1.630
H 3.773 1.876 -1.390 -0.015 -0.246 0.378
H -4.583 -2.639 -2.090 -0.154 0.135 -0.180
H -2.181 -2.328 -2.563 -0.034 0.838 0.274
H 1.780 2.306 -0.411 -0.647 0.044 0.427
H -4.325 -1.070 -1.288 0.276 0.101 -0.391
H 1.577 3.165 -3.000 -0.084 0.389 0.339
H 2.818 3.996 -1.914 -0.634 0.006 0.311
H 3.251 3.373 -3.419 0.234 -0.340 -0.222
H -2.399 -3.446 -1.272 0.404 -0.184 0.008
H 2.860 0.966 -2.586 -0.116 0.271 -0.224
H -1.938 -2.007 0.243 0.320 0.301 0.340
H -4.548 -2.493 -0.374 0.797 -0.422 0.362
```
Positions in Å, forces in eV/Å.

Results
E_HOMO   -6.0264 eV
Relative energy (zero: lowest compared OMol25 entry of this formula, charge and spin)   0.000 eV
Charge   -1
Orbital gap   8.856 eV

Entry 2:
The following is a DFT calculation (ωB97M-V/def2-TZVPD) of a molecular structure, C6H12ClFeO16S3.

XYZ file:
```
39
Properties=species:S:1:pos:R:3:forces:R:3
Fe 0.773 -2.180 0.490 -0.427 1.644 -1.784
Cl -0.308 -0.346 -1.343 0.520 0.919 -0.924
S 3.411 -2.250 -1.850 0.159 -0.266 -1.681
S -2.578 -2.099 1.418 -0.716 0.621 -0.822
S 1.738 4.095 2.747 -0.662 -0.145 -0.258
O 0.395 0.346 -2.359 -0.154 -0.416 -0.206
O 4.158 -1.076 -2.582 0.074 -0.428 0.261
O 0.422 4.015 1.810 0.852 -0.102 0.508
O 2.705 3.174 2.268 0.076 -0.182 0.011
O -0.245 -1.805 -1.534 -0.072 -0.414 0.456
O 4.188 -3.427 -1.872 0.238 0.011 0.599
O -1.153 -2.206 1.189 1.174 -0.441 0.105
O 2.212 -2.406 -2.865 -0.235 -0.036 0.518
O 2.874 -1.771 -0.597 -1.217 -0.382 0.987
O -1.635 0.136 -1.216 -0.092 -0.464 0.226
O -3.144 -3.015 2.321 0.021 -0.039 0.224
O -2.850 -0.601 1.762 0.638 0.005 -0.240
O 1.032 3.475 4.045 -0.260 0.596 0.111
O -3.293 -2.122 0.023 0.513 -0.001 0.272
O 0.436 -0.152 -0.084 0.329 -0.398 1.483
O 2.042 5.453 2.946 0.147 0.277 0.219
C 2.639 -1.951 -4.172 0.590 0.240 0.191
C -4.312 -1.086 -0.062 0.109 0.169 -0.119
C 3.423 -0.712 -3.784 -0.866 0.926 0.150
C -0.102 2.661 3.695 0.907 -0.989 0.433
C -4.109 -0.174 1.155 -0.375 -0.745 1.155
C -0.249 2.837 2.191 -1.962 -0.700 -0.770
H 4.075 -0.252 -4.518 0.352 -0.447 0.045
H -0.983 2.830 4.312 0.127 0.985 -0.106
H 0.189 1.645 3.975 -0.007 -0.114 -0.404
H -4.128 -0.455 -0.927 0.122 -0.608 -0.383
H -1.284 2.965 1.867 -0.078 0.262 0.350
H -4.050 0.868 0.866 0.276 0.027 0.187
H -5.248 -1.630 -0.129 -0.225 0.385 0.161
H 1.754 -1.700 -4.746 -0.023 -0.177 -0.030
H -4.792 -0.337 1.987 -0.602 0.252 -0.465
H 0.039 1.942 1.647 0.843 0.087 -0.112
H 3.251 -2.733 -4.619 -0.112 0.028 -0.191
H 2.708 0.044 -3.455 0.019 0.060 -0.156
```
Positions in Å, forces in eV/Å.

Results
<S²>   6.01
E_HOMO (spin up / spin down)   -13.1501 / -13.1502 eV
2S+1   5
Relative energy (zero: lowest compared OMol25 entry of this formula, charge and spin)   0.000 eV
Charge   +1
Orbital gap (spin up / spin down)   8.001 / 7.439 eV

Entry 3:
The following is a DFT calculation (ωB97M-V/def2-TZVPD) of a gas-phase ion, C6H12ClN2 (charge +1).

XYZ file:
```
21
Properties=species:S:1:pos:R:3:forces:R:3
Cl -3.038 -0.259 0.074 0.468 -0.233 -0.969
N 0.785 -0.977 -0.045 1.018 -0.732 -0.202
N -0.833 1.079 -0.040 1.748 3.014 1.335
C 0.440 1.495 -0.596 1.102 1.324 -1.173
C -0.422 -1.388 -0.815 -2.294 2.323 1.270
C -0.570 0.674 1.328 0.138 -0.851 1.538
C -1.486 0.158 -0.781 -0.378 -4.134 -0.250
C 1.326 0.234 -0.757 2.726 1.123 1.495
C 0.330 -0.611 1.355 0.709 0.634 -0.259
H 1.569 -1.776 -0.018 -2.185 2.167 -0.038
H -1.537 0.388 1.767 0.574 0.477 0.185
H -1.743 0.396 -1.810 0.304 0.277 0.142
H -0.989 -2.011 -0.120 0.073 -0.630 -0.968
H 1.504 -0.061 -1.751 0.167 -0.391 -1.296
H -0.091 -1.471 1.830 -0.668 -0.586 -0.075
H 2.348 0.522 -0.287 -1.562 -0.917 -0.847
H 1.217 -0.411 1.919 0.718 0.201 0.218
H 1.031 2.074 0.178 -1.377 -0.069 -0.979
H -0.018 1.437 1.994 -1.275 -0.725 -1.513
H -0.196 -1.672 -1.834 -0.040 -0.379 0.121
H 0.371 2.178 -1.590 0.032 -1.895 2.267
```
Positions in Å, forces in eV/Å.

Results
SMILES   Cl[C@@H]1C[NH+]2CCN1CC2
E_HOMO   -13.2098 eV
Relative energy (zero: lowest compared OMol25 entry of this formula, charge and spin)   2.279 eV
Charge   +1
Orbital gap   9.831 eV

Entry 4:
The following is a DFT calculation (ωB97M-V/def2-TZVPD) of a molecular structure, C6H12ClO4RuS3.

XYZ file:
```
27
Properties=species:S:1:pos:R:3:forces:R:3
Ru -0.691 -0.889 -1.396 -0.718 -0.225 5.090
Cl -2.687 -2.819 -0.909 0.578 0.279 0.088
S -0.721 1.713 -0.980 0.554 -1.433 -0.372
S -0.719 -0.916 1.377 0.481 0.797 -1.966
S 1.864 -0.869 -0.912 -1.850 0.380 -0.619
O -3.162 -3.214 -2.132 -0.979 -0.764 -1.689
O -3.226 -3.392 0.215 -0.813 -0.850 1.333
O -1.206 -2.981 -0.878 1.764 0.736 -0.632
O -2.797 -1.333 -0.789 1.145 1.819 -0.651
C 1.058 1.905 -1.458 -0.335 0.124 -0.142
C -1.331 0.792 1.629 -0.049 -0.196 -0.073
C 2.048 -0.262 0.820 -0.109 -0.053 -0.201
C -0.688 1.924 0.854 -0.049 -0.141 -0.176
C 1.071 -0.913 1.790 -0.155 -0.189 -0.275
C 1.699 0.640 -2.001 0.540 -0.104 -0.032
H 0.338 2.113 1.163 -0.010 0.008 -0.043
H 1.185 -0.462 2.777 -0.107 -0.037 0.076
H -1.268 2.833 1.050 0.111 -0.106 -0.062
H -2.395 0.702 1.389 0.089 -0.044 0.084
H 1.146 0.261 -2.885 0.307 0.137 0.214
H -1.243 1.008 2.698 -0.070 -0.147 0.035
H 1.052 2.640 -2.271 0.052 -0.097 0.129
H 1.611 2.355 -0.636 -0.053 -0.017 0.033
H 2.002 0.823 0.828 -0.027 -0.017 -0.030
H 1.288 -1.982 1.881 -0.047 0.089 0.066
H 2.710 0.879 -2.346 -0.138 -0.040 -0.067
H 3.060 -0.557 1.123 -0.111 0.092 -0.119
```
Positions in Å, forces in eV/Å.

Results
<S²>   0.99
E_HOMO (spin up / spin down)   -17.9712 / -17.8684 eV
2S+1   2
Relative energy (zero: lowest compared OMol25 entry of this formula, charge and spin)   2.476 eV
Charge   +2
Orbital gap (spin up / spin down)   6.641 / 7.893 eV

Entry 5:
The following is a DFT calculation (ωB97M-V/def2-TZVPD) of 2 unconnected molecules or ions with the total composition C6H12FO7P.

XYZ file:
```
27
Properties=species:S:1:pos:R:3:forces:R:3
P -1.590 -0.723 2.176 -1.862 -1.804 1.390
F 1.727 0.163 -4.450 0.461 -2.158 -0.625
O -0.058 -0.282 2.016 -0.894 -1.038 -1.489
O -2.233 -0.084 0.844 1.541 -0.311 -0.198
O 1.937 0.497 -2.143 -0.341 -1.045 -0.450
O -2.255 -0.475 3.475 1.070 0.305 -1.978
O 2.041 2.633 -2.267 0.627 3.205 0.470
O -1.559 -2.287 1.768 1.109 3.493 -1.847
O 2.500 1.587 -0.280 -0.621 0.846 0.236
C -1.651 -3.321 2.636 -1.321 -2.368 1.760
C 2.163 1.639 -1.416 0.950 -1.953 -1.279
C -1.546 -0.406 -0.388 -0.095 -0.917 -1.890
C 2.064 2.218 -3.657 -1.360 0.191 1.817
C 0.360 0.950 2.542 -0.802 0.152 2.021
C 1.411 0.906 -3.406 -0.123 0.204 -0.025
H -0.738 -1.135 -0.339 -0.092 0.114 0.739
H -0.430 1.212 3.246 0.342 0.514 0.448
H 0.326 0.892 -3.302 -0.154 0.313 -0.149
H 0.334 1.733 1.785 0.848 -0.166 -0.432
H -2.226 -0.794 -1.147 -0.868 -0.375 0.612
H -1.179 0.404 -1.018 0.127 1.108 1.123
H 3.085 2.118 -4.027 -0.153 0.104 -0.012
H 1.276 0.685 3.071 0.369 0.876 -0.428
H 1.389 2.850 -4.233 0.559 0.286 0.046
H -2.164 -3.029 3.553 0.504 -0.018 0.231
H -0.708 -3.854 2.764 0.395 0.430 0.257
H -2.276 -4.098 2.196 -0.219 0.010 -0.349
```
Positions in Å, forces in eV/Å.

Results
<S²>   0.76
E_HOMO (spin up / spin down)   -14.4696 / -14.4678 eV
2S+1   2
Charge   +1
Orbital gap (spin up / spin down)   11.738 / 3.919 eV

Entry 6:
The following is a DFT calculation (ωB97M-V/def2-TZVPD) of a molecular structure, C6H12GaOP.

XYZ file:
```
21
Properties=species:S:1:pos:R:3:forces:R:3
Ga -0.682 0.225 0.134 1.395 -2.495 0.587
P -1.183 2.058 1.323 -1.037 2.441 0.529
O 1.234 -0.199 1.560 0.837 -0.261 0.858
C -0.402 -2.021 -1.122 -0.730 0.436 -1.398
C 2.461 0.524 1.483 0.338 -0.155 0.237
C -1.533 -1.127 -1.224 1.078 -0.482 -2.507
C 0.709 -1.423 -1.763 -0.668 -0.265 -0.002
C -1.061 0.060 -2.004 -0.303 -1.633 -0.237
C 0.330 -0.168 -2.289 -0.673 -0.299 0.340
H 3.000 0.228 0.572 -0.410 0.329 0.141
H 1.673 -1.910 -1.927 -0.288 0.325 0.291
H -0.452 -3.047 -0.764 0.096 0.454 0.292
H 2.231 1.599 1.518 0.456 -0.122 -0.192
H -0.311 2.304 2.450 -0.808 -0.026 -0.660
H -1.288 3.263 0.551 -0.201 0.805 0.934
H 3.097 0.239 2.325 0.068 0.285 -0.074
H 0.939 0.443 -2.949 -0.060 0.079 0.375
H -2.515 1.841 1.824 0.731 0.502 0.141
H -1.721 0.739 -2.538 0.194 0.027 0.358
H 1.015 -0.290 2.505 -0.188 -0.138 -0.309
H -2.573 -1.408 -1.107 0.174 0.191 0.296
```
Positions in Å, forces in eV/Å.

Results
E_HOMO (spin up / spin down)   -4.7386 / -4.6148 eV
Relative energy (zero: lowest compared OMol25 entry of this formula, charge and spin)   0.000 eV
Orbital gap (spin up / spin down)   5.122 / 5.013 eV

Entry 7:
The following is a DFT calculation (ωB97M-V/def2-TZVPD) of 2 unconnected molecules or ions with the total composition C6H12INO4.

XYZ file:
```
24
Properties=species:S:1:pos:R:3:forces:R:3
I 2.791 0.478 -0.070 -0.656 -0.552 -0.803
O 1.654 -1.761 1.290 -0.633 -0.230 -1.566
O 0.033 1.684 1.016 -1.296 -0.566 -1.671
O 1.028 -0.916 -2.999 -2.742 -0.150 0.167
O -0.294 -2.352 0.138 0.443 -0.005 0.677
N 0.686 -1.601 0.218 0.806 0.014 -0.497
C 1.018 -0.666 -0.618 1.564 1.172 0.666
C -0.423 -0.100 2.559 0.282 -0.475 -0.299
C -1.975 0.374 0.716 -0.079 -3.292 -0.498
C 0.187 1.230 -2.107 0.792 -1.617 3.458
C 0.321 -0.291 -1.911 -0.445 0.077 1.326
C -0.606 0.527 1.382 -1.940 1.239 2.031
H -2.745 0.863 1.298 0.057 0.235 0.187
H -2.146 0.613 -0.324 0.663 0.680 -0.285
H 0.551 2.153 1.640 0.805 -0.004 1.420
H 0.170 1.854 -1.212 0.168 -0.538 0.249
H -0.960 -1.016 2.859 -0.034 0.762 -0.491
H 1.138 -2.082 2.024 -0.801 -0.356 0.518
H -0.751 -0.599 -1.759 1.234 -0.814 -0.818
H 0.973 1.513 -2.659 2.796 1.364 -2.252
H 0.322 0.214 3.272 0.387 0.141 -0.077
H -2.236 -0.763 0.691 0.435 1.856 0.441
H 1.948 -0.775 -2.887 1.425 0.375 0.332
H -0.685 1.419 -2.557 -3.231 0.684 -2.215
```
Positions in Å, forces in eV/Å.

Results
SMILES   C[C@@H](O)/C(I)=[N+](\[O-])O.C=C(C)O
E_HOMO   -8.7979 eV
Relative energy (zero: lowest compared OMol25 entry of this formula, charge and spin)   1.649 eV
Orbital gap   8.811 eV

Entry 8:
The following is a DFT calculation (ωB97M-V/def2-TZVPD) of a molecular structure, C6H12InN2OP.

XYZ file:
```
23
Properties=species:S:1:pos:R:3:forces:R:3
In 1.124 -1.313 0.847 2.652 1.098 -1.051
P 0.019 -3.352 -0.093 -1.916 -1.403 -0.853
O -0.057 0.547 1.298 -0.270 -0.324 2.492
N -1.162 0.253 3.282 -0.021 -0.262 0.525
N 1.158 -0.037 3.168 -0.469 1.026 0.600
C -0.473 0.480 -3.074 0.420 0.363 0.863
C 0.915 0.785 -2.762 -0.777 -0.190 0.246
C -0.039 0.308 2.551 0.085 0.851 -1.458
C -1.282 1.506 -2.510 1.811 0.570 -0.043
C 0.952 2.029 -2.061 -1.461 -0.217 0.067
C -0.405 2.498 -1.916 0.451 -1.332 -0.022
H 1.777 0.159 -3.033 -0.392 0.439 -0.014
H 1.838 2.520 -1.659 -0.178 -0.103 -0.180
H -0.288 -4.108 1.107 0.146 0.093 -1.016
H 1.980 0.439 2.794 -0.448 -0.312 0.058
H 1.166 -0.100 4.181 -0.035 0.052 -0.161
H -1.171 -3.431 -0.911 0.655 -0.652 0.383
H 1.041 -4.115 -0.740 -0.642 0.097 0.292
H -0.727 3.357 -1.302 0.216 -0.416 -0.600
H -2.057 0.456 2.851 0.400 -0.137 0.020
H -1.127 -0.106 4.232 -0.213 0.360 -0.383
H -0.838 -0.397 -3.629 0.248 0.498 0.212
H -2.345 1.622 -2.621 -0.261 -0.101 0.023
```
Positions in Å, forces in eV/Å.

Results
E_HOMO (spin up / spin down)   -4.9821 / -4.9828 eV
Orbital gap (spin up / spin down)   4.173 / 4.173 eV

Entry 9:
The following is a DFT calculation (ωB97M-V/def2-TZVPD) of a gas-phase ion, C6H12N (charge +1).

XYZ file:
```
19
Properties=species:S:1:pos:R:3:forces:R:3
N 0.741 0.508 0.258 0.199 1.502 4.061
C -2.692 0.781 0.268 0.006 3.535 -1.511
C -1.822 -0.040 -0.154 0.247 -2.428 -0.158
C 0.426 -0.770 -0.390 0.518 -1.735 0.663
C 0.857 -1.814 0.618 1.569 -3.039 -0.630
C 1.317 1.629 -0.470 -1.533 1.022 -3.089
C -1.013 -0.947 -0.621 -1.173 1.459 -0.522
H 1.717 -1.395 1.091 0.851 -0.210 0.733
H -2.757 1.679 -0.377 -0.423 -0.507 -0.105
H 0.617 1.661 -1.348 0.885 0.485 0.357
H 0.979 -0.866 -1.309 0.440 0.169 -0.243
H 2.310 1.437 -0.876 -0.045 -0.225 0.465
H 1.311 0.395 1.140 -0.229 -0.571 -1.298
H 1.282 -2.760 0.097 -0.914 1.511 0.731
H -0.138 0.799 0.745 0.066 0.235 -0.830
H 0.167 -2.197 1.401 -0.007 0.772 -0.760
H -1.386 -1.758 -1.226 0.163 -0.220 -0.013
H -3.161 1.023 1.164 -0.707 -0.765 1.777
H 1.243 2.634 -0.010 0.086 -0.992 0.369
```
Positions in Å, forces in eV/Å.

Results
SMILES   C=C=C[C@H](C)[NH2+]C
E_HOMO   -13.8008 eV
Relative energy (zero: lowest compared OMol25 entry of this formula, charge and spin)   2.697 eV
Charge   +1
Orbital gap   10.714 eV

Entry 10:
The following is a DFT calculation (ωB97M-V/def2-TZVPD) of 2 unconnected molecules or ions with the total composition C6H12N.

XYZ file:
```
19
Properties=species:S:1:pos:R:3:forces:R:3
N -1.048 1.059 4.300 -0.309 -0.577 -0.630
C 1.028 -0.386 0.208 0.109 0.176 -0.812
C -1.234 1.895 3.369 -0.395 -0.294 0.346
C 0.111 0.389 0.657 0.375 -2.180 1.053
C -0.764 -0.924 -2.274 -0.857 0.982 0.624
C 1.403 -0.096 -1.261 -0.773 0.741 -0.591
C 0.727 -1.109 -2.201 0.603 -0.041 0.170
H 1.027 0.911 -1.476 0.260 -0.055 -0.224
H 1.169 -0.999 -3.190 0.147 0.172 -0.008
H -2.253 2.273 3.267 0.289 0.527 -0.005
H 1.047 -2.077 -1.846 -0.270 -0.639 -0.078
H -0.460 2.219 2.668 -0.086 0.025 -0.140
H -0.153 0.589 4.208 0.524 0.384 0.470
H -1.202 -0.836 -1.282 -0.032 -0.463 0.491
H 1.416 -1.271 0.721 0.412 0.443 0.297
H -1.367 -1.668 -2.778 0.361 -0.285 -0.257
H -1.050 0.057 -2.665 0.354 -0.097 -0.556
H 2.493 -0.057 -1.327 -0.008 -0.136 0.183
H -0.890 0.032 0.903 -0.704 1.317 -0.332
```
Positions in Å, forces in eV/Å.

Results
E_HOMO   -13.1918 eV
Relative energy (zero: lowest compared OMol25 entry of this formula, charge and spin)   6.300 eV
Charge   +1
Orbital gap   5.339 eV

| no. | largest force on an atom (hartree/bohr) | molar mass (u) |
| --- | --- | --- |
| 1 | 0.11358 | 467.5 |
| 2 | 0.04791 | 527.6 |
| 3 | 0.08087 | 147.6 |
| 4 | 0.10007 | 380.9 |
| 5 | 0.07980 | 246.1 |
| 6 | 0.05674 | 200.9 |
| 7 | 0.07733 | 289.1 |
| 8 | 0.05945 | 274.0 |
| 9 | 0.08429 | 98.2 |
| 10 | 0.04764 | 98.2 |